Below is a molecular structure, CH2N2O3 at a distorted geometry, with properties calculated with wB97M-V/def2-TZVPD.

```
8
Properties=species:S:1:pos:R:3:lowdin_charge:R:1
O -1.29117 -1.53282 -0.37476 -0.0148
O 1.36615 -1.52547 0.72829 0.0165
O 1.39542 0.30652 -0.68251 0.0673
N -0.38684 -0.17790 0.28939 0.0907
N -0.76401 -2.45126 -0.78301 0.2613
C 0.90097 -0.42310 0.32081 -0.6945
H -0.77880 -0.94959 0.94178 0.1087
H 2.39318 0.26947 -0.86972 0.1647
```

Highest occupied orbital energy (spin up / spin down) (eV): -9.68 / -9.68
Total charge: 0
Max |F| (eV/Å): 5.81
E_tot (eV): -10185.8846

---

Below is C5H10O in the gas phase, with properties calculated with wB97M-V/def2-TZVPD.

```
16
Properties=species:S:1:pos:R:3:lowdin_charge:R:1
O 2.76535 -0.32731 0.13273 -0.0656
C -1.74729 0.34117 -0.41835 -0.1746
C 1.46782 -0.64607 0.59816 -0.2479
C 0.34877 -0.21177 -0.34126 -0.3035
C -0.98325 -0.99407 -0.28213 -0.1519
C -0.44696 1.08531 -0.03932 -0.1500
H 1.29171 -0.22373 1.60240 0.1203
H 1.45933 -1.73536 0.70354 0.1210
H -2.61585 0.48946 0.23006 0.0974
H -0.19495 1.98598 -0.60908 0.1003
H -0.41820 1.32732 1.03093 0.1068
H -1.13554 -1.46190 0.69774 0.1104
H -1.14004 -1.75147 -1.05629 0.1040
H 0.74287 -0.20694 -1.36512 0.1442
H -2.04659 0.53788 -1.45253 0.1030
H 2.80805 0.62762 0.00734 0.0861
```

Highest occupied orbital energy (eV): -10.08
Total charge: 0
SMILES string: OCC1CCC1
Max |F| (eV/Å): 0.41
E_tot (eV): -7393.6487